The following is a quantum chemistry calculation of C3H7N3Si in the gas phase in a non-equilibrium geometry, from the OMol25 dataset.

Last column: Mulliken charge in e.
Cartesian coordinates (Å):
1 C 2.443 -0.400 0.105  0.01
2 C 0.515 -1.595 0.840  -0.24
3 C -1.882 -0.022 -0.710  -0.86
4 N 1.625 -1.319 0.495  -0.15
5 N 2.029 0.799 -0.306  -0.15
6 N 0.904 1.293 -0.458  -0.16
7 Si -0.727 1.333 0.098  0.36
8 H 3.519 -0.660 0.107  0.32
9 H -0.036 -2.374 1.314  0.36
10 H -1.752 -0.091 -1.849  0.29
11 H -1.428 -0.956 -0.437  0.13
12 H -2.890 -0.003 -0.485  0.37
13 H -1.261 2.645 -0.341  -0.17
14 H -1.058 1.349 1.625  -0.09

As for the gap between HOMO and LUMO (alpha / beta): 0.3053 / 0.2292 Eh. The value obtained for the energy relative to the best compared isomer or geometry (same formula, charge and spin) is 123.9 kcal/mol. The LUMO energy (alpha / beta) is -0.18 / -1.12 eV. Its HOMO energy (alpha / beta) is -8.48 / -7.36 eV. The calculation puts the total energy at -15567.1201 eV. The multiplicity is 1. As for the charge: 0. The calculation puts the largest force on an atom at 4.01 eV/Å.

The following is a quantum chemistry calculation of a molecular structure, C25H37F5InO26S3 in a non-equilibrium geometry, from the OMol25 dataset.

Last column: Mulliken charge in e.
Cartesian coordinates (Å):
1 O -2.969 2.835 2.579  -0.55
2 S -1.885 2.226 3.305  0.92
3 O -2.117 1.991 4.711  -0.58
4 C -1.300 0.787 2.535  -1.24
5 In -2.699 -0.073 1.024  1.36
6 O -4.280 -0.875 2.020  -0.81
7 C -3.452 1.274 -0.550  -1.27
8 C -2.756 2.619 -0.705  -1.01
9 C -1.246 2.576 -0.753  -0.11
10 C -0.730 1.776 -1.947  -0.63
11 S 1.040 1.770 -2.029  1.29
12 O 1.470 2.935 -2.751  -0.69
13 O 1.508 0.514 -2.505  -0.58
14 O 1.568 1.978 -0.543  -0.44
15 S -1.516 -2.066 -0.108  0.53
16 O -0.811 -1.650 -1.314  -0.65
17 O -0.667 -2.751 0.861  -0.54
18 C -2.699 -3.460 -0.623  0.44
19 F -3.795 -3.441 0.167  -0.21
20 F -2.036 -4.633 -0.454  -0.21
21 C -3.153 -3.357 -2.089  0.53
22 F -3.630 -2.116 -2.342  -0.18
23 F -2.125 -3.631 -2.925  -0.23
24 F -4.146 -4.246 -2.345  -0.26
25 H -0.808 3.054 3.256  0.00
26 H -1.140 0.074 3.326  0.45
27 H -0.327 0.950 2.082  0.48
28 H -5.086 -0.677 1.549  0.17
29 H -3.481 0.723 -1.485  0.45
30 H -4.487 1.453 -0.281  0.55
31 H -3.082 3.059 -1.652  0.47
32 H -3.096 3.301 0.061  0.26
33 H -0.887 3.598 -0.860  0.55
34 H -0.794 2.194 0.154  -0.01
35 H -1.003 2.279 -2.865  0.46
36 H -1.099 0.758 -1.942  0.13
37 H 2.101 2.777 -0.566  0.31
38 C -7.200 3.728 4.667  -0.36
39 C -5.897 3.208 5.244  -0.28
40 O -5.645 2.063 4.439  -0.13
41 C -6.280 2.220 3.253  0.46
42 O -6.108 1.543 2.306  -0.41
43 O -7.130 3.289 3.312  -0.35
44 H -7.289 4.811 4.709  0.29
45 H -8.074 3.276 5.141  0.25
46 H -5.071 3.912 5.121  0.23
47 H -5.974 2.925 6.291  0.29
48 C -2.821 -0.434 7.794  -0.27
49 C -3.709 -1.545 7.270  -0.32
50 O -3.273 -1.670 5.919  -0.29
51 C -2.013 -1.185 5.829  0.68
52 O -1.325 -1.271 4.874  -0.60
53 O -1.655 -0.573 6.986  -0.32
54 H -2.568 -0.544 8.846  0.29
55 H -3.248 0.557 7.625  0.19
56 H -3.538 -2.493 7.786  0.27
57 H -4.769 -1.306 7.302  0.28
58 C 4.883 0.483 -4.870  -0.17
59 C 4.487 1.096 -3.547  0.03
60 O 5.742 1.090 -2.830  -0.24
61 C 6.744 1.059 -3.729  0.66
62 O 7.894 1.202 -3.455  -0.56
63 O 6.275 0.839 -4.973  -0.37
64 H 4.323 0.880 -5.710  0.16
65 H 4.801 -0.605 -4.867  0.24
66 H 4.148 2.127 -3.652  0.14
67 H 3.726 0.529 -3.023  0.13
68 C 8.485 -0.233 0.280  -0.33
69 C 7.369 0.705 -0.126  0.05
70 O 6.838 1.106 1.148  -0.31
71 C 7.801 0.949 2.081  0.59
72 O 7.739 1.350 3.195  -0.54
73 O 8.859 0.275 1.567  -0.33
74 H 9.333 -0.207 -0.400  0.27
75 H 8.145 -1.264 0.394  0.28
76 H 7.735 1.587 -0.650  0.16
77 H 6.606 0.228 -0.727  0.16
78 C 1.908 0.283 -8.483  -0.36
79 C 0.800 1.224 -8.914  -0.36
80 O 0.237 1.624 -7.664  -0.35
81 C 1.176 1.467 -6.695  0.53
82 O 1.078 1.855 -5.586  -0.42
83 O 2.250 0.790 -7.191  -0.23
84 H 2.774 0.306 -9.140  0.32
85 H 1.563 -0.747 -8.377  0.26
86 H 1.181 2.108 -9.429  0.25
87 H 0.045 0.745 -9.532  0.30
88 C 1.380 -5.299 -0.231  -0.11
89 C 0.499 -5.670 0.938  -0.01
90 O 1.282 -6.678 1.605  -0.39
91 C 2.577 -6.494 1.274  0.61
92 O 3.491 -7.060 1.778  -0.55
93 O 2.693 -5.584 0.280  -0.36
94 H 1.293 -4.253 -0.513  0.17
95 H 1.203 -5.927 -1.107  0.25
96 H 0.343 -4.831 1.616  0.17
97 H -0.465 -6.070 0.642  0.23

As for the gap between HOMO and LUMO: 0.2883 Eh. The LUMO energy is 1.76 eV. Its HOMO energy is -6.08 eV. The calculation puts the total energy at -131028.4943 eV. The multiplicity is 1. As for the charge: -1. The calculation puts the largest force on an atom at 1.56 eV/Å.

The following is a quantum chemistry calculation of C8H8ClNO in the gas phase in a non-equilibrium geometry, from the OMol25 dataset.

Last column: Mulliken charge in e.
Cartesian coordinates (Å):
1 C 2.355 -1.330 -0.144  -0.07
2 C -2.045 0.310 0.379  -0.33
3 C -1.430 1.001 -0.563  -0.69
4 C -1.295 -0.864 0.809  -0.88
5 C -0.222 0.368 -1.179  0.21
6 C -0.136 -0.933 -0.246  -0.21
7 C 0.987 1.187 -0.823  -0.49
8 C 1.275 -0.605 0.380  0.34
9 N 3.191 -1.578 -0.868  -0.48
10 O 1.389 -0.263 1.711  -0.57
11 Cl 0.910 2.554 0.149  -0.15
12 H -2.706 0.867 1.079  0.30
13 H -1.553 2.041 -0.846  0.47
14 H -0.797 -0.743 1.851  0.17
15 H -1.938 -1.799 0.924  0.34
16 H -0.402 0.250 -2.290  0.35
17 H -0.025 -1.794 -0.753  0.79
18 H 1.792 1.007 -1.476  0.49
19 H 0.650 0.321 1.907  0.39

As for the gap between HOMO and LUMO: 0.2988 Eh. The value obtained for the energy relative to the best compared isomer or geometry (same formula, charge and spin) is 104.9 kcal/mol. The LUMO energy is -0.06 eV. Its HOMO energy is -8.19 eV. The calculation puts the total energy at -24481.2716 eV. The multiplicity is 1. As for the charge: 0. The calculation puts the largest force on an atom at 4.83 eV/Å.

The following is a quantum chemistry calculation of C4H11NO2 in the gas phase in a non-equilibrium geometry, from the OMol25 dataset.

Last column: Mulliken charge in e.
Cartesian coordinates (Å):
1 C 1.656 1.106 -0.286  -1.02
2 N 0.911 -0.140 -0.237  0.02
3 O 1.789 -1.194 0.127  -0.44
4 C -0.661 -0.130 -0.241  1.49
5 C -1.131 -1.429 0.411  -1.93
6 C -1.232 1.101 0.445  -1.53
7 O -0.756 -0.124 -1.609  -0.77
8 H 2.100 1.290 0.693  0.31
9 H 2.438 1.023 -1.043  0.32
10 H 1.060 1.965 -0.576  0.34
11 H 1.356 -2.000 0.430  0.34
12 H -0.695 -2.292 -0.096  0.47
13 H -2.211 -1.493 0.287  0.42
14 H -0.874 -1.462 1.469  0.35
15 H -2.318 1.015 0.447  0.41
16 H -0.875 1.182 1.472  0.32
17 H -0.973 2.000 -0.108  0.38
18 H 0.419 -0.417 -1.583  0.53

As for the gap between HOMO and LUMO: 0.3334 Eh. The value obtained for the energy relative to the best compared isomer or geometry (same formula, charge and spin) is 104.3 kcal/mol. The LUMO energy is 0.73 eV. Its HOMO energy is -8.35 eV. The calculation puts the total energy at -9907.7186 eV. The multiplicity is 1. As for the charge: 0. The SMILES is CN(O)C(C)(C)O. The calculation puts the largest force on an atom at 2.81 eV/Å.

The following is a quantum chemistry calculation of C5H7NO in the gas phase, from the OMol25 dataset.

Last column: Mulliken charge in e.
Cartesian coordinates (Å):
1 H 3.127 -0.350 -1.286  0.24
2 N 2.125 -0.314 -1.103  -0.58
3 C 1.894 0.011 0.104  -0.25
4 C 0.506 0.037 0.632  -0.29
5 C -0.299 -1.181 0.285  0.47
6 O -0.459 -2.348 0.493  -0.53
7 C -0.668 0.047 -0.399  0.03
8 C -1.973 0.711 -0.015  -1.29
9 H 2.681 0.227 0.837  0.38
10 H 0.341 0.523 1.593  0.37
11 H -0.325 0.154 -1.428  0.46
12 H -1.910 1.801 -0.101  0.32
13 H -2.238 0.461 1.018  0.29
14 H -2.783 0.351 -0.657  0.35

As for the gap between HOMO and LUMO: 0.3698 Eh. The value obtained for the energy relative to the best compared isomer or geometry (same formula, charge and spin) is 51.4 kcal/mol. The LUMO energy is 0.94 eV. Its HOMO energy is -9.13 eV. The calculation puts the total energy at -8833.9749 eV. The multiplicity is 1. As for the charge: 0. The SMILES is [H]/N=C/[C@@H]1C(=O)[C@H]1C. The calculation puts the largest force on an atom at 0.64 eV/Å.

Repeat the third record exactly.
The following is a quantum chemistry calculation of C8H8ClNO in the gas phase in a non-equilibrium geometry, from the OMol25 dataset.

Last column: Mulliken charge in e.
Cartesian coordinates (Å):
1 C 2.355 -1.330 -0.144  -0.07
2 C -2.045 0.310 0.379  -0.33
3 C -1.430 1.001 -0.563  -0.69
4 C -1.295 -0.864 0.809  -0.88
5 C -0.222 0.368 -1.179  0.21
6 C -0.136 -0.933 -0.246  -0.21
7 C 0.987 1.187 -0.823  -0.49
8 C 1.275 -0.605 0.380  0.34
9 N 3.191 -1.578 -0.868  -0.48
10 O 1.389 -0.263 1.711  -0.57
11 Cl 0.910 2.554 0.149  -0.15
12 H -2.706 0.867 1.079  0.30
13 H -1.553 2.041 -0.846  0.47
14 H -0.797 -0.743 1.851  0.17
15 H -1.938 -1.799 0.924  0.34
16 H -0.402 0.250 -2.290  0.35
17 H -0.025 -1.794 -0.753  0.79
18 H 1.792 1.007 -1.476  0.49
19 H 0.650 0.321 1.907  0.39

As for the gap between HOMO and LUMO: 0.2988 Eh. The value obtained for the energy relative to the best compared isomer or geometry (same formula, charge and spin) is 104.9 kcal/mol. The LUMO energy is -0.06 eV. Its HOMO energy is -8.19 eV. The calculation puts the total energy at -24481.2716 eV. The multiplicity is 1. As for the charge: 0. The calculation puts the largest force on an atom at 4.83 eV/Å.

> multiplicity of number 5 (C5H7NO)?

1

What did the fourth record say?
The following is a quantum chemistry calculation of C4H11NO2 in the gas phase in a non-equilibrium geometry, from the OMol25 dataset.

Last column: Mulliken charge in e.
Cartesian coordinates (Å):
1 C 1.656 1.106 -0.286  -1.02
2 N 0.911 -0.140 -0.237  0.02
3 O 1.789 -1.194 0.127  -0.44
4 C -0.661 -0.130 -0.241  1.49
5 C -1.131 -1.429 0.411  -1.93
6 C -1.232 1.101 0.445  -1.53
7 O -0.756 -0.124 -1.609  -0.77
8 H 2.100 1.290 0.693  0.31
9 H 2.438 1.023 -1.043  0.32
10 H 1.060 1.965 -0.576  0.34
11 H 1.356 -2.000 0.430  0.34
12 H -0.695 -2.292 -0.096  0.47
13 H -2.211 -1.493 0.287  0.42
14 H -0.874 -1.462 1.469  0.35
15 H -2.318 1.015 0.447  0.41
16 H -0.875 1.182 1.472  0.32
17 H -0.973 2.000 -0.108  0.38
18 H 0.419 -0.417 -1.583  0.53

As for the gap between HOMO and LUMO: 0.3334 Eh. The value obtained for the energy relative to the best compared isomer or geometry (same formula, charge and spin) is 104.3 kcal/mol. The LUMO energy is 0.73 eV. Its HOMO energy is -8.35 eV. The calculation puts the total energy at -9907.7186 eV. The multiplicity is 1. As for the charge: 0. The SMILES is CN(O)C(C)(C)O. The calculation puts the largest force on an atom at 2.81 eV/Å.

> Number 1 is which compound?

C3H7N3Si